C25H37N4P3Re as an isolated structure at a distorted geometry, computed with ωB97M-V/def2-TZVPD.

## Properties
- gap between HOMO and LUMO (alpha / beta) (Ha) = 0.238 / 0.205
- total charge = +2
- HOMO energy (alpha / beta) (eV) = -13.41 / -13.53
- spin multiplicity = 4
- expectation value of S² = 3.77

```
70
Properties=species:S:1:pos:R:3:lowdin_spin:R:1
C -1.56 2.69 -3.92 0.01
C -1.36 1.52 -3.22 0.00
C -0.02 1.09 -3.04 0.02
C 1.04 2.05 -3.05 0.01
C 0.81 3.29 -3.66 0.00
C -0.46 3.54 -4.15 0.01
C 2.33 1.67 -2.67 0.01
C 2.56 0.29 -2.73 0.02
C 1.49 -0.65 -2.75 0.01
C 1.74 -2.04 -2.70 0.02
C 2.97 -2.47 -3.16 0.00
C 3.99 -1.52 -3.40 0.02
C 3.83 -0.18 -3.12 0.00
H -2.57 2.93 -4.25 0.00
H 1.65 3.96 -3.77 0.00
H -0.61 4.42 -4.76 0.00
H 3.10 2.38 -2.40 0.00
H 3.11 -3.53 -3.33 0.00
H 4.92 -1.86 -3.80 0.00
H 4.63 0.57 -3.24 0.00
N 0.20 -0.20 -2.69 0.02
Re 0.14 -0.05 -0.06 2.04
C -2.45 0.71 -2.61 0.01
H -2.58 -0.31 -3.00 0.00
H -3.42 1.20 -2.77 0.00
C 0.67 -2.93 -2.18 0.01
H -0.26 -3.00 -2.79 0.00
H 1.07 -3.96 -2.07 0.00
P -2.01 0.62 -0.80 0.11
P 0.25 -2.26 -0.48 0.15
C 1.49 -3.14 0.53 0.04
H 1.10 -3.23 1.55 0.00
H 1.71 -4.15 0.14 0.01
H 2.43 -2.57 0.59 0.00
C -1.29 -3.12 -0.14 0.06
H -1.11 -4.19 -0.02 0.01
H -1.74 -2.70 0.76 0.00
H -1.99 -2.97 -0.98 0.00
C -2.48 2.33 -0.30 0.02
H -3.36 2.74 -0.82 0.00
H -2.69 2.35 0.78 0.00
H -1.65 3.03 -0.47 0.00
C -3.37 -0.37 -0.18 0.02
H -3.22 -0.55 0.88 0.00
H -4.34 0.11 -0.33 0.00
H -3.38 -1.33 -0.69 0.00
H 1.17 1.14 -0.44 0.06
H 1.69 -0.01 0.69 0.02
C 1.16 -0.03 4.91 0.00
N 0.99 1.33 4.37 0.02
C -0.36 1.85 4.66 0.00
N -1.44 0.95 4.23 0.01
C -1.24 -0.39 4.80 0.00
N 0.08 -0.95 4.47 0.05
C 0.20 -1.35 3.10 0.05
P 0.02 0.24 2.15 0.09
C 1.24 1.36 2.94 0.02
C -1.59 0.91 2.80 0.01
H 1.07 0.03 5.99 0.00
H 2.13 -0.44 4.60 0.00
H -0.48 2.82 4.16 0.00
H -0.44 1.97 5.74 0.00
H -2.03 -1.07 4.45 0.00
H -1.27 -0.30 5.89 0.00
H 1.18 -1.77 2.86 0.00
H -0.60 -2.04 2.77 0.00
H 1.14 2.37 2.53 0.00
H 2.25 1.02 2.71 0.00
H -2.42 0.25 2.51 0.00
H -1.76 1.90 2.38 0.00
```



A 8-piece molecular cluster, C25H37NO24 overall at a distorted geometry, computed with ωB97M-V/def2-TZVPD.

## Properties
- gap between HOMO and LUMO (Ha) = 0.375
- SMILES = CCOCOC(N)=O.O=C1OCCO1.O=C1OCCO1.O=C1OCCO1.O=C1OCCO1.O=C1OCCO1.O=C1OCCO1.O=C1OCCO1
- HOMO energy (eV) = -9.98

```
87
Properties=species:S:1:pos:R:3:mulliken_charge:R:1
C 5.20 -2.85 -1.33 -0.99
C 5.01 -1.64 -0.43 -0.37
O 3.68 -1.15 -0.37 -0.18
C 3.22 -0.53 -1.53 -0.69
O 1.83 -0.33 -1.38 0.04
C 1.06 -1.44 -1.71 0.10
N 0.57 -2.08 -0.59 0.14
O 0.78 -1.67 -2.87 -0.63
H 4.74 -3.73 -0.89 0.21
H 4.79 -2.71 -2.33 0.30
H 6.28 -3.02 -1.46 0.38
H 5.25 -1.93 0.59 0.29
H 5.71 -0.83 -0.69 0.34
H 3.67 0.47 -1.67 0.28
H 3.40 -1.13 -2.43 0.41
H -0.19 -2.69 -0.87 0.21
H 1.26 -2.63 -0.07 0.26
C -1.83 0.67 -2.75 -0.51
C -0.73 1.22 -1.86 0.67
O -1.34 2.41 -1.32 -0.34
C -2.68 2.25 -1.37 0.63
O -3.45 2.97 -0.81 -0.60
O -3.02 1.18 -2.10 -0.39
H -1.87 -0.41 -2.79 0.29
H -1.79 1.07 -3.76 0.34
H -0.50 0.55 -1.03 -0.51
H 0.18 1.45 -2.40 0.44
C -0.65 -5.56 3.05 -0.32
C -1.45 -4.97 1.91 -0.11
O -0.48 -4.11 1.29 -0.09
C 0.75 -4.57 1.59 0.54
O 1.75 -4.16 1.08 -0.64
O 0.69 -5.53 2.53 -0.41
H -0.94 -6.58 3.29 0.26
H -0.70 -4.95 3.95 0.27
H -1.77 -5.72 1.18 0.25
H -2.31 -4.39 2.24 0.09
C -0.76 1.64 2.08 0.41
C 0.69 1.35 1.75 0.33
O 1.08 0.51 2.84 -0.37
C -0.02 -0.09 3.33 0.66
O -0.02 -0.99 4.11 -0.55
O -1.13 0.46 2.80 -0.39
H -1.39 1.74 1.20 -0.48
H -0.88 2.52 2.71 0.34
H 0.82 0.78 0.82 -0.29
H 1.32 2.24 1.71 0.35
C -4.09 -1.68 1.44 -0.40
C -3.53 -0.60 0.53 -0.22
O -2.50 -1.31 -0.17 0.35
C -2.80 -2.63 -0.15 0.18
O -2.23 -3.46 -0.79 -0.56
O -3.82 -2.87 0.69 -0.37
H -5.15 -1.58 1.63 0.34
H -3.55 -1.73 2.39 0.26
H -4.26 -0.24 -0.20 0.31
H -3.10 0.24 1.07 0.11
C -0.33 5.48 -1.55 0.40
C -1.37 6.35 -2.24 -0.37
O -0.62 7.54 -2.52 -0.34
C 0.68 7.23 -2.57 0.60
O 1.55 7.96 -2.95 -0.53
O 0.89 5.97 -2.13 -0.31
H -0.45 4.42 -1.75 -0.21
H -0.30 5.65 -0.47 0.15
H -1.72 5.92 -3.18 0.29
H -2.23 6.59 -1.61 0.32
C 5.20 8.04 -3.40 -0.26
C 4.67 8.53 -2.06 0.00
O 5.53 7.85 -1.14 -0.34
C 6.68 7.54 -1.77 0.66
O 7.66 7.12 -1.23 -0.52
O 6.57 7.76 -3.10 -0.35
H 5.13 8.77 -4.19 0.31
H 4.71 7.12 -3.71 0.22
H 4.80 9.61 -1.94 0.24
H 3.64 8.27 -1.89 0.04
C -5.87 -7.04 3.02 -0.28
C -4.69 -7.98 3.02 -0.32
O -3.63 -7.14 3.49 -0.30
C -4.17 -6.12 4.20 0.69
O -3.55 -5.34 4.84 -0.51
O -5.52 -6.11 4.06 -0.33
H -6.82 -7.52 3.27 0.30
H -5.97 -6.49 2.09 0.22
H -4.81 -8.81 3.72 0.24
H -4.44 -8.38 2.04 0.31
```



One molecule with the formula C25H37NO4, computed with ωB97M-V/def2-TZVPD.

## Properties
- energy above the lowest of the compared OMol25 structures with the same formula, charge and spin (kcal per mole) = 0.37
- gap between HOMO and LUMO (Ha) = 0.333
- SMILES = OCc1cc([C@@H](O)CNCCCCCCOCCCCc2ccccc2)ccc1O
- HOMO energy (eV) = -8.33

```
67
Properties=species:S:1:pos:R:3:mulliken_charge:R:1
O 1.43 1.40 0.79 -0.29
H 1.14 0.49 0.55 0.25
C 0.53 2.31 0.20 -0.91
C -0.90 2.13 0.64 1.46
C -1.94 2.36 -0.25 -0.49
C -3.27 2.25 0.13 -0.27
C -3.55 1.89 1.45 -0.81
C -2.54 1.64 2.34 -0.91
C -1.20 1.75 1.95 0.24
O -0.24 1.49 2.87 -0.76
H 0.63 1.54 2.43 0.45
H -2.75 1.36 3.36 0.48
H -4.58 1.82 1.77 0.49
C -4.40 2.43 -0.86 -0.47
O -4.00 3.05 -2.06 -0.64
H -3.65 2.35 -2.63 0.46
C -5.01 1.06 -1.15 -0.63
N -4.02 0.22 -1.80 -0.15
H -3.11 0.38 -1.36 0.04
C -4.30 -1.20 -1.77 -1.01
C -4.03 -1.87 -0.41 -0.73
C -2.54 -2.03 -0.14 0.38
C -2.28 -2.55 1.28 -0.72
C -0.83 -2.95 1.53 -0.93
C 0.16 -1.78 1.56 -0.58
O 0.41 -1.14 0.31 -0.30
C 1.02 -1.92 -0.71 -0.75
C 2.41 -2.47 -0.38 -0.98
C 3.44 -1.41 -0.01 -0.30
H 4.35 -1.91 0.31 0.48
H 3.08 -0.82 0.83 0.04
C 3.78 -0.46 -1.17 -0.56
C 4.94 0.42 -0.79 0.00
C 6.23 0.13 -1.22 -0.51
C 7.29 0.93 -0.84 -0.57
C 7.08 2.03 -0.03 -0.40
C 5.80 2.33 0.40 -0.84
C 4.73 1.53 0.03 -0.11
H 3.73 1.75 0.37 0.58
H 5.62 3.18 1.04 0.41
H 7.91 2.66 0.26 0.38
H 8.29 0.70 -1.19 0.37
H 6.40 -0.73 -1.86 0.36
H 4.04 -1.05 -2.05 0.53
H 2.92 0.16 -1.41 0.11
H 2.32 -3.19 0.43 0.29
H 2.75 -3.02 -1.27 0.59
H 0.36 -2.75 -0.99 0.43
H 1.07 -1.23 -1.56 0.41
H 1.11 -2.12 1.99 0.43
H -0.24 -0.99 2.19 0.41
H -0.51 -3.69 0.79 0.31
H -0.76 -3.43 2.51 0.42
H -2.57 -1.79 2.00 0.23
H -2.91 -3.43 1.45 0.41
H -2.12 -2.73 -0.87 0.20
H -2.02 -1.08 -0.26 -0.24
H -4.48 -1.27 0.39 0.30
H -4.51 -2.85 -0.39 0.50
H -3.69 -1.68 -2.53 0.43
H -5.35 -1.33 -2.04 0.45
H -5.39 0.63 -0.21 0.38
H -5.86 1.17 -1.84 0.38
H -5.16 3.09 -0.42 0.53
H -1.70 2.67 -1.26 0.42
H 0.59 2.26 -0.90 0.39
H 0.88 3.31 0.50 0.41
```



C25H38Br2FN3O6S2 as an isolated structure, computed with ωB97M-V/def2-TZVPD.

## Properties
- energy above the lowest of the compared OMol25 structures with the same formula, charge and spin (kcal per mole) = 0.00
- gap between HOMO and LUMO (Ha) = 0.301
- HOMO energy (eV) = -9.29

```
77
Properties=species:S:1:pos:R:3:mulliken_charge:R:1
C 5.32 -2.48 3.39 -1.22
C 4.95 -3.06 2.02 -0.54
C 3.70 -2.44 1.39 -0.58
O 3.93 -1.90 0.07 -0.56
C 3.85 -0.56 -0.08 0.28
C 2.86 0.00 -0.81 -0.14
C 1.79 -0.87 -1.42 -1.12
C 1.03 -1.75 -0.43 -0.26
C -0.33 -2.20 -0.98 -0.91
C -1.35 -2.56 0.11 -0.68
C -2.68 -1.80 0.01 -0.66
C -3.90 -2.64 0.42 -0.85
C -5.08 -1.81 0.99 -0.62
C -6.33 -1.75 0.08 -0.82
C -6.77 -0.32 -0.30 -0.81
C -7.81 0.31 0.65 -0.50
C -7.20 1.22 1.70 -0.45
O -8.13 2.23 2.05 -0.35
C -7.70 3.00 3.15 -0.71
C 2.86 1.43 -1.01 -0.20
C 1.78 2.00 -1.87 -1.83
Br 2.24 2.03 -3.70 -0.01
C 0.58 2.39 -1.46 1.04
C -0.50 2.95 -2.33 -1.42
Br 0.17 2.23 0.37 -0.12
C 3.80 2.25 -0.48 0.60
S 3.77 4.01 -0.59 1.28
O 5.09 4.53 -0.57 -0.61
O 2.76 4.51 0.27 -0.61
F 3.25 4.23 -2.04 -0.24
C 4.85 1.68 0.30 1.11
N 5.86 2.28 0.92 -0.65
S 6.73 1.14 1.61 0.06
N 5.91 -0.17 1.20 -0.46
C 4.87 0.26 0.48 1.03
H 5.05 -1.43 3.44 0.29
H 6.39 -2.55 3.57 0.31
H 4.80 -3.00 4.20 0.36
H 4.76 -4.12 2.15 0.44
H 5.79 -2.97 1.33 0.31
H 2.93 -3.19 1.27 0.36
H 3.31 -1.65 2.04 0.38
H 2.25 -1.51 -2.18 0.45
H 1.07 -0.22 -1.90 0.59
H 1.63 -2.65 -0.24 -0.05
H 0.90 -1.26 0.54 0.59
H -0.73 -1.38 -1.58 0.40
H -0.19 -3.05 -1.65 0.40
H -0.92 -2.44 1.10 0.44
H -1.59 -3.63 0.02 0.41
H -2.66 -0.92 0.64 0.26
H -2.82 -1.46 -1.02 0.31
H -4.28 -3.19 -0.44 0.35
H -3.61 -3.40 1.15 0.47
H -5.36 -2.19 1.97 0.39
H -4.74 -0.78 1.14 0.31
H -7.17 -2.24 0.57 0.40
H -6.15 -2.30 -0.84 0.46
H -7.17 -0.32 -1.31 0.38
H -5.89 0.33 -0.33 0.38
H -8.33 -0.51 1.16 0.28
H -8.55 0.87 0.08 0.30
H -6.28 1.69 1.32 0.28
H -6.92 0.64 2.59 0.30
H -6.94 3.72 2.85 0.28
H -7.30 2.37 3.95 0.30
H -8.57 3.54 3.54 0.25
H -0.65 2.33 -3.22 0.38
H -0.19 3.95 -2.66 0.31
H -1.43 3.06 -1.79 0.44
C 6.71 2.25 -3.38 -0.71
N 6.22 0.87 -3.66 0.96
O 6.26 0.06 -2.76 -0.52
O 5.81 0.65 -4.78 -0.55
H 7.04 2.29 -2.35 0.28
H 7.52 2.45 -4.07 0.30
H 5.88 2.92 -3.56 0.23
```



C25H38N2O3PdS2Se as an isolated structure, computed with ωB97M-V/def2-TZVPD.

## Properties
- energy above the lowest of the compared OMol25 structures with the same formula, charge and spin (kcal per mole) = 28.05
- gap between HOMO and LUMO (Ha) = 0.182
- total charge = -2
- HOMO energy (eV) = -0.63

```
72
Properties=species:S:1:pos:R:3:mulliken_charge:R:1
Pd 0.44 0.28 0.49 0.23
C 3.61 -5.46 -0.84 -1.34
C 2.39 -4.61 -0.50 -0.13
C 2.74 -3.13 -0.38 -0.93
N 1.54 -2.33 -0.16 0.36
C 1.66 -0.95 -0.48 -0.54
S 2.75 0.13 0.37 -0.46
N 1.54 -0.66 -1.90 0.36
C 1.39 -1.44 -2.98 0.24
O 1.56 -2.66 -3.03 -0.73
C 0.98 -0.71 -4.25 0.61
C 0.97 0.67 -4.40 -0.27
C 0.57 1.24 -5.60 -0.90
C 0.17 0.44 -6.66 -0.30
C 0.19 -0.94 -6.52 -0.54
C 0.59 -1.51 -5.32 -0.57
H 3.37 -6.52 -0.89 0.38
H 4.40 -5.33 -0.09 0.32
H 4.03 -5.16 -1.80 0.32
H 1.95 -4.95 0.44 0.31
H 1.63 -4.70 -1.27 0.22
H 3.21 -2.80 -1.31 0.24
H 3.47 -2.96 0.43 0.47
H 1.27 -2.36 0.82 0.21
H 1.38 0.34 -2.02 0.04
H 1.25 1.34 -3.59 0.59
H 0.54 2.32 -5.68 0.40
H -0.15 0.89 -7.59 0.36
H -0.13 -1.58 -7.34 0.36
H 0.61 -2.58 -5.18 0.39
C -2.75 1.22 5.61 -1.02
C -1.59 0.29 5.26 -0.49
S -1.47 -0.10 3.47 0.55
O -0.36 -1.08 3.44 -0.71
C -0.87 1.53 2.96 -0.11
C 0.50 1.93 3.48 -1.14
H -2.90 1.24 6.70 0.37
H -3.68 0.88 5.14 0.27
H -2.56 2.24 5.28 0.26
H -1.72 -0.70 5.70 0.37
H -0.63 0.68 5.59 0.27
H -1.66 2.21 3.29 0.33
H -0.94 1.59 1.87 0.11
H 0.46 2.32 4.50 0.34
H 0.92 2.70 2.84 0.05
H 1.17 1.06 3.44 0.41
C -2.28 -2.45 0.46 -1.41
C -2.39 -1.01 -0.08 1.64
C -2.00 -1.00 -1.56 -1.49
C -3.85 -0.54 0.06 -1.96
O -1.59 -0.17 0.66 -0.23
H -2.93 -3.15 -0.08 0.41
H -2.54 -2.46 1.52 0.26
H -1.24 -2.78 0.36 0.10
H -2.72 -1.57 -2.17 0.50
H -1.02 -1.46 -1.68 0.10
H -1.95 0.03 -1.92 0.27
H -4.55 -1.17 -0.49 0.40
H -3.92 0.49 -0.30 0.39
H -4.12 -0.54 1.12 0.35
Se 0.02 2.87 -1.64 -0.37
C 0.28 3.89 -0.07 -0.14
C -0.82 4.29 0.72 -0.38
C -0.65 5.06 1.86 -0.41
C 0.62 5.44 2.28 -0.38
C 1.71 5.04 1.53 -0.53
C 1.55 4.28 0.38 -0.24
H -1.81 3.99 0.40 0.29
H -1.53 5.34 2.44 0.37
H 0.75 6.03 3.19 0.32
H 2.72 5.32 1.84 0.31
H 2.41 3.97 -0.19 0.30
```



C25H38N3O2RuS as an isolated structure at a distorted geometry, computed with ωB97M-V/def2-TZVPD.

## Properties
- energy above the lowest of the compared OMol25 structures with the same formula, charge and spin (kcal per mole) = 47.66
- gap between HOMO and LUMO (alpha / beta) (Ha) = 0.296 / 0.290
- total charge = +2
- HOMO energy (alpha / beta) (eV) = -14.51 / -14.77
- spin multiplicity = 2
- expectation value of S² = 0.77

```
70
Properties=species:S:1:pos:R:3:lowdin_spin:R:1
Ru -2.33 -0.67 -0.29 0.75
C 2.70 2.50 -4.12 0.00
C 2.15 3.21 -2.87 0.00
C 1.53 4.56 -3.28 0.00
C 3.30 3.48 -1.90 0.00
C 1.06 2.35 -2.25 0.00
C -0.09 2.02 -2.98 0.00
C -1.07 1.26 -2.40 0.00
N -0.97 0.80 -1.15 0.02
C 0.11 1.09 -0.42 0.01
C 1.14 1.86 -0.95 0.00
C 0.14 0.53 0.94 0.00
C 1.15 0.76 1.86 0.00
C 1.12 0.18 3.13 0.00
C 0.01 -0.62 3.43 0.00
C -0.97 -0.81 2.49 0.00
N -0.90 -0.26 1.27 0.00
C 2.22 0.39 4.15 0.00
C 1.61 1.06 5.39 0.00
C 2.80 -0.98 4.54 0.00
C 3.36 1.26 3.62 0.00
H 3.48 3.12 -4.57 0.00
H 1.93 2.33 -4.87 0.00
H 3.15 1.54 -3.85 0.00
H 2.30 5.19 -3.71 0.00
H 1.10 5.07 -2.41 0.00
H 0.74 4.43 -4.03 0.00
H 4.04 4.11 -2.40 0.00
H 3.81 2.55 -1.61 0.00
H 2.97 4.00 -1.01 0.00
H -0.21 2.36 -4.00 0.00
H -1.98 1.00 -2.93 0.00
H 2.01 2.08 -0.35 0.00
H 1.97 1.40 1.59 0.00
H -0.09 -1.09 4.40 0.00
H -1.84 -1.41 2.69 0.00
H 0.84 0.44 5.85 0.00
H 1.17 2.02 5.14 0.00
H 2.39 1.22 6.14 0.00
H 2.04 -1.64 4.99 0.00
H 3.59 -0.84 5.28 0.00
H 3.23 -1.49 3.68 0.00
H 3.01 2.27 3.36 0.00
H 3.85 0.81 2.76 0.00
H 4.11 1.37 4.40 0.00
N -5.53 1.77 1.46 0.00
C -4.72 0.88 0.89 0.00
O -3.62 1.19 0.43 0.01
C -5.18 -0.56 0.86 0.02
C -4.48 -1.29 -0.25 0.12
H -5.24 2.73 1.53 0.00
H -6.42 1.51 1.85 0.00
H -6.27 -0.60 0.72 0.00
H -4.96 -1.00 1.83 0.00
H -4.75 -0.95 -1.25 0.01
H -4.46 -2.37 -0.14 0.02
O -1.83 -2.54 -1.33 0.03
S -2.13 -4.02 -1.58 0.01
C -1.51 -4.31 -3.27 0.00
C -0.45 -5.39 -3.16 0.00
C 0.33 -5.09 -1.89 0.00
C -0.72 -4.90 -0.80 0.00
H -1.10 -3.35 -3.59 0.00
H -2.35 -4.58 -3.91 0.00
H 0.19 -5.40 -4.04 0.00
H -0.92 -6.38 -3.09 0.00
H 0.91 -4.17 -2.01 0.00
H 1.01 -5.89 -1.62 0.00
H -0.41 -4.29 0.04 0.00
H -1.11 -5.85 -0.44 0.00
```



Calculated values (eV) of electronic energy for the records, taken in order: -62465.27840 -77156.26825 -36205.92363 -207764.98934 -126162.03829 -48510.82404.